Entry from OMol25: a cluster of 10 separate species, C79H171N11O11 in total (wB97M-V/def2-TZVPD).

The geometry in XYZ format:
```
272
Properties=species:S:1:pos:R:3:forces:R:3
C 3.6638 5.8034 10.8689 -1.246 -1.731 -0.667
O 4.3804 6.6503 11.6643 0.536 1.116 -0.279
C 4.8458 7.8019 10.9734 0.210 1.194 1.158
C 5.3641 8.7343 12.0763 0.210 -0.900 -1.316
N 6.5881 8.1256 12.6464 -1.199 2.123 0.304
C 6.6265 8.6485 14.0364 0.718 -1.849 -0.330
C 7.7122 7.9688 14.8493 0.289 0.924 0.870
O 7.3702 6.7292 15.4386 -0.984 -0.328 -1.231
C 8.5000 5.9786 15.7173 1.062 -0.005 0.574
H 2.7602 6.2114 10.4159 -0.216 0.655 0.166
H 3.3216 4.9728 11.4862 0.102 -0.058 0.065
H 4.1864 5.3692 10.0166 0.672 0.028 -0.032
H 4.0818 8.3732 10.4462 -0.580 -0.472 -0.165
H 5.6412 7.5830 10.2609 0.118 -0.326 -0.063
H 4.5501 8.8807 12.7862 -0.121 -0.456 0.425
H 5.4724 9.7423 11.6758 0.783 0.051 -0.190
H 6.4473 7.1293 12.5584 0.045 -0.212 0.750
H 5.6552 8.4927 14.5058 -0.100 0.127 0.337
H 6.8479 9.7151 13.9979 -0.034 0.006 -0.074
H 7.9672 8.5952 15.7041 0.075 0.531 0.102
H 8.6258 7.9316 14.2559 0.048 -0.418 -0.296
H 9.0748 5.6455 14.8531 -0.341 -0.164 -0.535
H 8.2659 5.1153 16.3401 -0.259 0.127 -0.088
H 9.2155 6.6081 16.2464 0.212 0.034 0.517
C 1.4204 8.7953 -1.2178 -0.292 -0.442 0.899
C 0.9094 10.1717 -1.5434 -0.494 0.751 -0.227
C -0.1816 9.9358 -2.6066 -0.124 1.198 -1.168
C -1.0724 11.2018 -3.0017 1.060 -1.590 1.082
C -1.6255 11.6271 -1.6422 -0.052 1.162 0.041
C -0.5396 12.0244 -0.5294 -0.706 0.449 -0.316
N 0.3397 10.8757 -0.3369 -0.515 -1.477 -1.388
O 1.2885 11.0688 0.6797 -0.124 0.215 -0.454
C 0.1972 13.3750 -1.0004 -0.088 -0.440 -0.467
C -1.2635 12.2686 0.8305 -0.129 0.787 -0.064
C 2.0636 10.9046 -2.2570 -0.185 0.881 0.420
H 1.5887 8.3391 -2.1933 0.708 -0.297 0.301
H 0.6948 8.1649 -0.7036 -0.405 0.185 -0.047
H 2.2591 8.8252 -0.5222 0.419 -0.040 -0.511
H 0.4162 9.5937 -3.4514 -0.231 0.001 -0.356
H -0.8021 9.0767 -2.3517 -0.336 0.259 0.289
H -1.8355 10.9167 -3.7260 -0.376 -0.329 0.407
H -0.5720 11.9912 -3.5626 0.637 0.035 0.462
H -2.3240 10.8541 -1.3218 0.401 -0.266 0.527
H -2.2860 12.4820 -1.7872 0.108 0.411 0.203
H 1.1177 13.6613 -0.4917 0.040 -0.402 0.565
H 0.5173 13.3375 -2.0416 -0.152 -0.418 -0.090
H -0.3878 14.2946 -0.9868 -0.599 -0.289 0.453
H -2.0749 12.9867 0.7119 -0.169 0.015 -0.372
H -1.6944 11.4052 1.3375 0.194 -0.381 -0.553
H -0.6476 12.7506 1.5897 0.504 -0.114 -0.210
H 2.5001 10.3593 -3.0938 -0.091 -0.364 0.224
H 2.8525 11.1322 -1.5402 0.155 0.042 -0.049
H 1.7028 11.8392 -2.6866 0.111 0.068 0.064
H 1.6837 11.9009 0.4096 0.729 0.389 0.331
C -6.3365 -7.7321 1.1824 -0.055 0.004 -0.507
C -6.5822 -8.7431 0.0404 -0.535 -0.456 -0.972
C -7.5784 -8.0671 -1.0350 -0.507 -0.406 2.208
C -7.7757 -8.8190 -2.2749 1.116 -0.652 -2.027
C -6.4172 -9.0076 -2.9532 0.027 0.125 1.245
C -5.3390 -9.7161 -2.0411 0.269 -1.778 0.106
N -5.3463 -9.0820 -0.6605 -0.611 1.832 -2.523
O -4.2923 -9.3182 0.2115 0.318 -0.930 -0.195
C -5.6215 -11.2744 -2.0250 -1.585 1.132 -0.070
C -3.9461 -9.5949 -2.6857 0.203 0.739 0.761
C -7.1625 -10.0733 0.6043 -0.942 0.420 1.161
H -5.5321 -7.9614 1.8814 -0.343 -0.706 0.075
H -7.3023 -7.6605 1.6826 0.204 0.291 0.303
H -6.0309 -6.7512 0.8183 -0.336 0.121 -0.407
H -8.6051 -7.9970 -0.6759 0.065 0.159 1.138
H -7.3310 -7.0383 -1.2965 0.646 -0.016 0.258
H -8.3337 -8.1873 -2.9660 -0.337 -0.010 -0.025
H -8.3118 -9.7677 -2.2514 -0.059 -0.042 0.611
H -6.0781 -7.9820 -3.0988 0.401 -0.013 -0.417
H -6.6566 -9.4758 -3.9080 0.941 -0.325 -0.077
H -5.0349 -11.9092 -1.3610 0.321 0.359 -0.158
H -6.6671 -11.3800 -1.7356 -0.087 -0.261 0.316
H -5.6421 -11.6256 -3.0567 0.564 -0.183 -0.032
H -3.8647 -9.8960 -3.7302 -0.594 0.085 -0.039
H -3.6346 -8.5554 -2.5831 0.238 0.126 -0.236
H -3.2093 -10.2102 -2.1693 -0.091 0.027 0.266
H -6.4017 -10.8264 0.8095 0.083 0.077 -0.465
H -8.0217 -10.4906 0.0792 0.391 -0.122 -0.692
H -7.6234 -9.9242 1.5807 0.059 0.364 0.328
H -3.7772 -8.5101 0.1543 0.241 0.042 0.068
C -8.7192 -0.7373 -11.6460 0.153 -1.590 0.460
C -7.8122 -2.0006 -11.7504 -0.137 -0.621 -1.078
C -6.7067 -1.6348 -12.7764 0.644 1.707 -0.196
C -5.4903 -2.4837 -12.7497 -0.488 -1.270 0.367
C -5.0430 -2.6545 -11.2931 1.652 -0.656 -1.314
C -6.0512 -3.1172 -10.2535 0.651 -0.366 1.095
N -7.2186 -2.2936 -10.4191 0.187 1.997 -0.208
O -8.1534 -2.3838 -9.3557 -0.293 -0.872 -0.731
C -6.3192 -4.6263 -10.3350 0.175 -0.233 -0.075
C -5.3889 -2.8320 -8.8403 -0.784 0.794 0.168
C -8.5848 -3.2529 -12.3074 -0.392 0.003 0.355
H -9.5807 -0.9912 -11.0284 -0.103 0.170 -0.037
H -9.0626 -0.4750 -12.6466 0.110 0.268 0.112
H -8.1452 0.0353 -11.1346 -0.087 0.191 -0.328
H -6.9909 -1.4037 -13.8030 -1.164 -0.999 -0.175
H -6.3407 -0.6197 -12.6224 0.042 0.362 1.124
H -4.7010 -2.1909 -13.4421 0.212 0.767 0.439
H -5.6818 -3.4688 -13.1750 -0.499 -0.435 0.226
H -4.4817 -1.7832 -10.9556 -0.307 0.234 0.097
H -4.2970 -3.4341 -11.4472 0.349 -0.234 0.859
H -7.2332 -4.9030 -9.8096 -0.045 0.137 -0.003
H -6.3852 -4.9779 -11.3646 -0.050 0.014 0.000
H -5.4982 -5.1675 -9.8647 0.066 -0.044 -0.005
H -5.9860 -3.1283 -7.9778 -0.320 -0.652 -0.277
H -4.3848 -3.2098 -8.6478 -0.029 -0.360 -0.643
H -5.3246 -1.7607 -8.6499 0.138 0.346 -0.512
H -9.4881 -3.3635 -11.7075 -0.135 -0.158 -0.055
H -8.0660 -4.2108 -12.2702 0.433 0.279 0.601
H -8.8649 -3.2711 -13.3607 -0.182 0.951 -0.113
H -7.9314 -1.6858 -8.7351 0.201 0.273 -0.149
C 6.7316 -8.1124 -4.0680 0.445 1.620 -0.007
C 7.6555 -8.9371 -3.1765 -1.127 -1.054 0.533
C 8.7372 -9.5800 -4.0176 1.508 0.821 -0.230
C 9.8647 -8.5680 -4.4525 -1.476 -1.762 -0.729
C 10.3894 -7.9313 -3.2335 0.252 0.862 -0.197
C 9.3485 -7.3129 -2.2666 1.945 -0.351 -0.461
N 8.2911 -8.3055 -1.9686 1.963 -0.396 -1.665
O 7.3909 -7.7345 -1.1027 -1.732 0.974 0.294
C 10.2819 -7.0976 -1.0323 -1.435 0.992 0.380
C 8.8829 -5.8899 -2.8136 0.032 -1.138 0.926
C 6.7412 -10.0899 -2.6771 0.308 0.142 0.195
H 5.9990 -8.7309 -4.5867 -0.006 0.084 0.212
H 7.2757 -7.5379 -4.8176 0.229 -0.263 -0.292
H 6.2701 -7.3010 -3.5053 -0.591 -0.351 0.252
H 9.1687 -10.3447 -3.3716 0.239 -0.305 -0.311
H 8.3006 -10.0042 -4.9217 -0.150 -0.276 0.203
H 9.4492 -7.9353 -5.2369 -0.058 0.572 0.300
H 10.6785 -9.0845 -4.9615 -0.024 -0.319 -0.004
H 11.0872 -7.1441 -3.5190 -0.006 0.307 0.092
H 11.0402 -8.6523 -2.7388 -0.357 -0.219 0.382
H 10.8422 -7.8980 -0.5492 -0.516 -0.702 -0.591
H 11.0571 -6.3884 -1.3226 -0.268 0.411 0.163
H 9.6007 -6.6932 -0.2836 0.507 0.514 0.459
H 9.7534 -5.3718 -3.2160 -0.098 -0.039 -0.118
H 8.0856 -5.9632 -3.5533 0.282 -0.058 -0.081
H 8.4913 -5.2880 -1.9935 -0.022 -0.030 0.072
H 5.9018 -9.6363 -2.1501 -0.063 -0.321 0.131
H 7.2579 -10.8262 -2.0613 0.171 0.346 0.416
H 6.3741 -10.6946 -3.5063 -0.151 0.355 -0.260
H 7.6206 -7.9984 -0.2087 0.197 -0.414 -0.063
C -7.8364 3.0252 -2.6371 -0.536 0.959 -0.256
C -9.2977 2.4930 -2.3918 0.875 0.632 1.449
C -9.8134 3.1705 -1.0505 -0.538 0.312 -0.144
C -11.3313 2.9823 -0.7597 1.155 0.098 -0.361
C -12.1207 3.3671 -1.9952 -0.597 -0.088 -0.130
C -11.5924 2.8680 -3.3796 -1.614 1.089 -0.521
N -10.1316 3.0263 -3.4948 -0.696 0.625 1.880
O -9.6665 2.5746 -4.7212 0.109 -0.664 -0.755
C -12.1201 1.4420 -3.6263 0.249 -0.031 -0.202
C -12.3186 3.8588 -4.4543 1.141 -1.137 0.568
C -9.2129 0.9793 -2.1941 -0.095 -0.853 -0.572
H -7.9283 4.0400 -3.0240 -0.216 0.102 -0.415
H -7.2268 2.4746 -3.3536 -0.276 -0.305 0.072
H -7.2262 3.2461 -1.7613 -0.248 -0.796 0.486
H -9.2399 2.9846 -0.1425 0.325 -1.109 -0.228
H -9.6114 4.2408 -1.0919 -0.310 0.336 -0.700
H -11.6090 3.5906 0.1011 -0.009 0.299 -0.101
H -11.5965 1.9790 -0.4264 0.329 -0.327 -0.292
H -12.3620 4.4294 -2.0324 0.730 0.290 -0.016
H -13.1228 2.9600 -1.8598 -0.141 -0.299 -0.297
H -11.8453 1.1409 -4.6372 -0.061 -0.196 0.020
H -11.7506 0.6962 -2.9225 0.256 0.156 -0.016
H -13.2033 1.3936 -3.5141 -0.066 0.276 -0.242
H -13.4026 3.8397 -4.3418 0.041 -0.087 0.224
H -11.9609 4.8839 -4.3584 0.039 -0.030 0.330
H -12.0949 3.5619 -5.4789 0.043 -0.242 0.015
H -8.3060 0.7413 -1.6384 -0.144 0.037 0.282
H -9.1251 0.4058 -3.1168 0.253 0.414 -0.474
H -10.0702 0.4759 -1.7471 -0.035 0.484 0.553
H -9.2379 3.3499 -5.0909 0.039 0.052 -0.162
C 1.7923 -2.6504 13.0814 -0.574 1.017 1.044
C 2.8964 -2.4551 14.2205 -0.523 -1.767 -2.437
C 4.2423 -2.6194 13.5102 1.039 0.444 1.123
C 5.4128 -2.1502 14.4378 -0.191 1.800 -0.871
C 5.1187 -0.6633 14.8995 0.176 -1.395 0.002
C 3.7629 -0.5775 15.6726 1.734 0.559 -0.695
N 2.7571 -1.1358 14.8196 0.338 -0.611 -1.927
O 1.4072 -0.9598 15.1929 0.352 0.538 0.329
C 3.8715 -1.2069 17.0184 -1.151 -0.555 2.336
C 3.5297 0.9114 15.8549 -1.655 0.475 0.102
C 2.7215 -3.5909 15.1897 0.116 -0.627 2.202
H 1.8088 -3.5024 12.4018 0.720 -0.401 0.565
H 1.6990 -1.8014 12.4042 0.369 0.407 0.123
H 0.8461 -2.6794 13.6218 -0.189 -0.216 -0.208
H 4.4565 -3.6396 13.1919 -0.505 -0.279 0.277
H 4.1793 -2.0719 12.5698 0.462 0.516 0.139
H 6.3471 -2.2093 13.8794 0.065 0.314 -0.241
H 5.6614 -2.7449 15.3169 -0.777 -0.330 0.074
H 5.1455 0.0690 14.0925 -0.401 -0.385 -0.458
H 5.9152 -0.2908 15.5436 -0.018 -0.250 0.407
H 4.7603 -1.0032 17.6156 0.236 0.203 -0.396
H 3.0468 -0.7886 17.5955 -0.093 0.332 0.326
H 3.6238 -2.2584 17.1640 0.525 -0.136 -0.755
H 4.1174 1.3455 16.6638 0.556 0.059 -0.527
H 3.5098 1.4295 14.8961 0.911 0.178 0.009
H 2.5110 1.1302 16.1749 -0.300 -0.486 0.369
H 2.0225 -3.3377 15.9868 -0.427 0.159 -0.177
H 3.6356 -3.7503 15.7617 0.293 -0.046 -0.154
H 2.4346 -4.5941 14.8747 -0.078 0.274 -0.840
H 1.1997 -0.4097 14.4340 -1.016 0.213 0.257
C 2.2434 -3.3948 2.9565 0.399 1.032 -1.476
C 0.9731 -2.8379 2.2663 -0.333 -0.845 0.205
C 1.0714 -1.2241 2.3195 1.729 -2.181 0.063
C 0.2491 -0.5974 1.2863 -1.771 0.048 -0.671
C 0.5360 -1.0426 -0.1554 -0.653 -1.151 0.603
C 0.3544 -2.6170 -0.3488 -0.149 0.470 0.550
N 0.9593 -3.3499 0.8313 1.192 1.108 -0.692
O 1.0286 -4.7976 0.6585 -0.996 1.463 0.646
C -1.1357 -2.9508 -0.4941 0.172 0.351 0.548
C 1.0036 -3.0493 -1.6927 0.545 -0.575 0.991
C -0.2160 -3.4325 3.0901 -0.247 -0.032 0.334
H 3.0242 -3.1939 2.2230 0.345 -0.153 -0.024
H 2.2472 -4.4714 3.1272 -0.254 0.245 0.383
H 2.5149 -2.7456 3.7889 -0.244 -0.530 0.491
H 0.8757 -0.9200 3.3477 -0.412 -0.020 -0.065
H 2.1026 -0.9225 2.1357 0.436 -0.377 0.072
H 0.1931 0.4898 1.3405 0.246 0.068 0.106
H -0.7414 -0.9597 1.5613 -0.647 0.297 -0.477
H 1.4813 -0.6576 -0.5380 0.266 -0.306 0.183
H -0.2449 -0.5815 -0.7602 0.047 -0.021 -0.255
H -1.2423 -4.0303 -0.6003 -0.114 0.085 -0.472
H -1.7291 -2.6956 0.3839 0.108 0.244 0.121
H -1.4940 -2.3453 -1.3267 -0.392 -0.510 -0.238
H 0.6753 -4.0677 -1.9002 0.140 -0.073 -0.105
H 0.7911 -2.4615 -2.5857 -0.374 0.374 0.382
H 2.0859 -3.0554 -1.5637 0.145 -0.024 -0.082
H -0.3189 -3.0833 4.1175 0.298 0.937 -0.003
H -0.0396 -4.4773 3.3458 0.112 -0.313 -0.822
H -1.2152 -3.3630 2.6602 0.127 0.135 -0.332
H 1.8709 -4.9611 0.2279 0.275 0.249 0.032
C 8.5507 5.0184 -10.8229 1.322 1.053 -1.028
C 7.3017 4.2119 -10.6800 -0.393 -1.058 0.127
C 7.6416 2.7330 -10.9585 -0.948 -0.851 0.318
C 6.6765 1.7540 -10.2444 0.449 -0.487 -1.532
C 6.5714 1.9412 -8.7886 0.348 0.894 0.421
C 6.0923 3.3254 -8.4159 -0.655 0.921 -1.813
N 6.9076 4.3605 -9.2601 0.037 -3.214 0.808
O 6.7064 5.6792 -8.8929 -0.376 0.391 0.510
C 4.6032 3.4472 -8.7448 0.053 0.912 -0.376
C 6.2561 3.4879 -6.9224 1.360 0.858 0.391
C 6.2472 4.7193 -11.7070 -0.249 0.737 1.884
H 9.2316 4.8984 -9.9803 -0.181 0.050 0.087
H 9.1339 4.7809 -11.7126 -0.071 -0.686 -0.203
H 8.3726 6.0722 -11.0371 -0.281 0.204 0.686
H 7.5475 2.5607 -12.0307 -0.029 0.129 -0.121
H 8.6651 2.4286 -10.7397 0.146 0.442 0.459
H 5.6912 1.7655 -10.7105 -0.105 0.195 -0.080
H 7.0212 0.7252 -10.3481 0.195 -0.084 -0.558
H 7.5694 1.8537 -8.3593 0.040 -0.488 0.259
H 5.8687 1.1953 -8.4171 0.201 -0.005 0.499
H 4.2934 4.4859 -8.6302 -0.145 0.058 0.836
H 4.0462 2.7559 -8.1123 -0.347 0.176 -0.198
H 4.3712 3.3551 -9.8059 0.168 -0.890 -0.014
H 7.2902 3.3425 -6.6101 0.408 -0.018 -0.316
H 5.7518 2.7264 -6.3274 -0.618 0.221 -0.316
H 6.0403 4.5066 -6.6002 -0.587 -0.124 0.179
H 6.5191 4.5996 -12.7557 -0.020 0.073 0.203
H 5.2364 4.3940 -11.4610 0.089 -0.806 -0.436
H 6.1506 5.7546 -11.3801 0.128 0.511 -0.817
H 7.3196 5.6975 -8.1545 0.063 0.884 0.141
C -3.3544 2.6115 9.4792 -0.167 -0.801 1.867
O -3.2017 2.1150 10.5753 0.640 -0.652 0.879
N -3.8400 3.8093 9.3317 -1.543 3.605 0.079
N -3.0997 2.0158 8.3370 0.709 -1.617 -1.546
H -4.0134 4.3028 10.1957 -0.202 0.204 -0.496
H -3.9314 4.2318 8.4189 -0.010 0.270 0.602
H -2.3926 1.3094 8.4824 -0.272 -0.188 -1.174
H -3.4088 2.4969 7.5045 0.851 -0.821 -0.211
```
Positions in Å, forces in eV/Å.

Properties
E = -123592.5524 eV
SMILES = CC1(C)CCCC(C)(C)N1O.CC1(C)CCCC(C)(C)N1O.CC1(C)CCCC(C)(C)N1O.CC1(C)CCCC(C)(C)N1O.CC1(C)CCCC(C)(C)N1O.CC1(C)CCCC(C)(C)N1O.CC1(C)CCCC(C)(C)N1O.CC1(C)CCCC(C)(C)N1O.COCCNCCOC.NC(N)=O

These are the Mulliken partial charges, in e, on atoms 1 to 5: -0.82 -0.25 -0.69 -0.60 -0.44